{
  "formula": "C35H34ClGdNOSi2",
  "method": "the ωB97M-V functional and the def2-TZVPD basis",
  "species": ["C", "C", "C", "H", "C", "C", "H", "H", "H", "H", "Gd", "Si", "C", "C", "H", "C", "H", "C", "H", "C", "H", "C", "H", "C", "C", "H", "C", "H", "C", "H", "C", "H", "C", "H", "H", "Si", "C", "C", "H", "C", "H", "C", "H", "C", "H", "C", "H", "C", "C", "H", "C", "H", "C", "H", "C", "H", "C", "H", "H", "Cl", "O", "C", "C", "C", "C", "C", "C", "N", "H", "H", "H", "H", "H", "H", "H"],
  "positions_angstrom": [[-1.39340, -0.58154, 5.06646], [-1.93165, -0.03167, 3.85549], [-1.87944, -1.05529, 2.85827], [-2.40341, 0.94488, 3.75080], [-1.28965, -2.22255, 3.44034], [-0.99235, -1.93080, 4.80826], [-0.63887, -2.64296, 5.55575], [-1.43429, -0.10447, 6.04924], [-2.30721, -1.00055, 1.85556], [-1.16606, -3.18469, 2.94356], [0.47968, -0.46220, 3.42766], [0.39451, 0.00549, -3.16004], [0.55719, 1.54925, -4.18403], [1.76287, 1.97207, -4.76704], [2.68594, 1.43661, -4.55215], [1.76591, 3.07554, -5.63117], [2.69142, 3.39044, -6.11895], [0.58284, 3.78174, -5.89391], [0.57449, 4.62773, -6.59195], [-0.60811, 3.39115, -5.26433], [-1.53429, 3.94604, -5.43703], [-0.62119, 2.27662, -4.42016], [-1.54954, 1.97250, -3.93274], [0.87008, -1.45070, -4.19510], [0.17348, -1.51213, -5.41651], [-0.49718, -0.69499, -5.70645], [0.29591, -2.62728, -6.24966], [-0.26956, -2.66556, -7.18299], [1.14659, -3.67961, -5.88645], [1.25404, -4.54238, -6.54943], [1.85187, -3.61481, -4.67450], [2.51682, -4.43932, -4.40310], [1.71025, -2.51191, -3.82026], [2.24329, -2.46955, -2.86556], [-1.06420, -0.20073, -3.09646], [0.20842, 0.21179, -0.71716], [-0.75712, -1.37746, -0.45322], [-2.06965, -1.55227, -0.94612], [-2.67055, -0.69380, -1.24597], [-2.61070, -2.83318, -1.11939], [-3.59387, -2.94866, -1.57926], [-1.90257, -3.96602, -0.71953], [-2.29839, -4.97152, -0.89740], [-0.66121, -3.79203, -0.09747], [-0.11034, -4.66090, 0.27039], [-0.10213, -2.51734, 0.04309], [0.87672, -2.41788, 0.52074], [-0.85638, 1.72945, -0.64906], [-2.13754, 1.60984, -0.08566], [-2.42092, 0.70502, 0.46256], [-3.08664, 2.61782, -0.27130], [-4.08023, 2.48546, 0.15227], [-2.76970, 3.76292, -1.01310], [-3.54011, 4.49791, -1.24032], [-1.45011, 3.94635, -1.44545], [-1.17698, 4.85718, -1.98023], [-0.48889, 2.96387, -1.22090], [0.54104, 3.13866, -1.54862], [1.46388, 0.20409, -1.49662], [1.48090, 0.58111, 1.09490], [2.28395, -1.56563, 4.42323], [2.92478, -1.08682, 5.65201], [2.35644, 0.24715, 6.05060], [2.78278, 0.89744, 7.20374], [2.20680, 2.11867, 7.54132], [1.21138, 2.64793, 6.71746], [0.81654, 1.95238, 5.58321], [1.40702, 0.77032, 5.23683], [2.66116, -2.41718, 4.14850], [2.73713, -1.82040, 6.44889], [4.00434, -1.01582, 5.48062], [3.55633, 0.40198, 7.78484], [2.51948, 2.63044, 8.44750], [0.73303, 3.59378, 6.94571], [0.03516, 2.32095, 4.90692]],
  "total_charge": 1,
  "multiplicity": 8,
  "gap_ev": [5.66, 7.24],
  "lumo_ev": [-2.5, -3.1],
  "e_above_lowest_kj_mol": 0.0,
  "mol_weight_g_mol": 733.5
}